Record 1
{"formula": "C3H6NO3S", "method": "ωB97M-V/def2-TZVPD", "species": ["C", "C", "C", "N", "O", "O", "O", "S", "H", "H", "H", "H", "H", "H"], "coordinates": [[1.91045, -0.01938, -4.02988], [-0.75731, -0.18359, 1.37066], [0.22773, 0.47508, 0.45451], [-0.11652, 0.14100, -0.95367], [-0.98387, 1.86356, -2.73594], [3.02755, 0.07590, -4.52288], [1.30345, 0.78757, -3.29501], [-0.51399, 0.50711, -2.42176], [1.33770, -0.90474, -4.31413], [-0.63585, -1.26292, 1.18686], [-0.54580, -0.19128, 2.40771], [-1.85306, 0.10836, 1.27033], [0.33049, 1.53375, 0.80229], [1.14547, -0.08623, 0.64687]], "total_charge": -1, "homo_energy_ev": -4.8, "total_energy_ev": -21675.994, "gap_ev": 8.49, "e_above_lowest_kcal_mol": 67.51, "max_force_ev_per_a": 3.1}

***

Record 2
{"formula": "C17H50N12O9", "method": "ωB97M-V/def2-TZVPD", "species": ["C", "O", "C", "C", "N", "C", "C", "O", "C", "H", "H", "H", "H", "H", "H", "H", "H", "H", "H", "H", "H", "H", "H", "H", "C", "O", "C", "C", "N", "C", "C", "O", "C", "H", "H", "H", "H", "H", "H", "H", "H", "H", "H", "H", "H", "H", "H", "H", "C", "O", "N", "N", "H", "H", "H", "H", "C", "O", "N", "N", "H", "H", "H", "H", "C", "O", "N", "N", "H", "H", "H", "H", "C", "O", "N", "N", "H", "H", "H", "H", "C", "O", "N", "N", "H", "H", "H", "H"], "coordinates": [[-12.83559, -17.06303, 21.30972], [-12.71348, -16.58428, 22.69791], [-11.26892, -16.51181, 22.88265], [-10.86360, -17.77588, 23.67993], [-11.15524, -17.67401, 25.14326], [-12.57083, -17.64523, 25.49872], [-12.67727, -17.79588, 27.03144], [-12.56530, -19.24142, 27.42951], [-13.66782, -20.09537, 27.03146], [-13.87660, -17.20246, 21.01827], [-12.34154, -18.01082, 21.09587], [-12.40934, -16.43245, 20.52948], [-11.10922, -15.65991, 23.54360], [-10.62957, -16.14137, 22.08134], [-9.77382, -17.77582, 23.70172], [-11.05709, -18.72397, 23.17814], [-10.75829, -16.76409, 25.32918], [-13.18321, -18.42366, 25.04358], [-13.14434, -16.79706, 25.12483], [-13.60488, -17.39323, 27.43827], [-11.91071, -17.27192, 27.60236], [-14.16074, -20.07255, 26.05955], [-14.52073, -19.87621, 27.67381], [-13.45562, -21.15494, 27.17417], [-6.34049, -24.83138, 31.91839], [-7.10041, -24.62185, 30.78237], [-8.23974, -23.81848, 31.07834], [-9.08863, -23.43976, 29.82814], [-10.06521, -24.49349, 29.45205], [-10.41032, -24.70810, 27.98161], [-11.27231, -25.92233, 27.67379], [-10.58317, -27.22290, 27.58914], [-11.54547, -28.29495, 27.74713], [-5.73267, -23.96327, 32.17342], [-5.56128, -25.52312, 31.59831], [-6.86143, -25.18630, 32.80763], [-8.04611, -22.89870, 31.63026], [-8.97474, -24.26124, 31.75052], [-8.43736, -23.03365, 29.05417], [-9.64990, -22.54960, 30.11217], [-9.92245, -25.43652, 29.78433], [-9.43638, -24.82421, 27.50613], [-10.88326, -23.75397, 27.74908], [-11.67657, -25.80237, 26.66866], [-12.07906, -26.02498, 28.39953], [-11.07071, -29.24205, 28.00344], [-12.14670, -28.22679, 26.84050], [-12.22776, -28.28880, 28.59716], [-13.35204, -22.79499, 24.13407], [-14.52938, -22.97063, 23.85536], [-12.62196, -23.71781, 24.61197], [-12.64381, -21.70826, 24.14306], [-12.96556, -24.66362, 24.69841], [-11.64896, -23.48131, 24.74406], [-12.99993, -20.99051, 23.52815], [-11.65329, -21.71793, 24.34026], [-9.17309, -21.48514, 25.79524], [-9.69459, -22.00968, 24.82320], [-9.25222, -20.21183, 26.02435], [-8.28764, -22.07082, 26.52595], [-8.79208, -19.88693, 26.86269], [-9.87163, -19.52301, 25.62190], [-7.92092, -21.51673, 27.28661], [-7.85870, -22.90716, 26.15629], [-8.42199, -15.93296, 26.00396], [-9.13413, -15.86516, 24.99156], [-7.51619, -15.15310, 26.44817], [-8.70719, -16.79202, 26.93741], [-7.12142, -14.39945, 25.90385], [-6.86379, -15.59274, 27.08157], [-9.67488, -17.08087, 26.92159], [-8.20582, -16.73552, 27.81236], [-5.40285, -21.72624, 29.06329], [-5.56793, -20.98031, 29.97454], [-4.66493, -21.50851, 28.01615], [-5.96151, -22.89017, 29.07148], [-4.17602, -20.62811, 27.93892], [-4.56214, -22.25486, 27.34348], [-5.66605, -23.58019, 28.39570], [-6.55036, -23.25674, 29.80563], [-8.78673, -19.85871, 29.34275], [-8.08280, -19.94157, 28.37968], [-8.39029, -20.29040, 30.50282], [-10.07865, -19.71511, 29.27556], [-9.05185, -20.27032, 31.26573], [-7.38499, -20.25494, 30.59342], [-10.32763, -19.68148, 28.29730], [-10.64920, -19.93029, 30.08071]], "homo_energy_ev": -8.6, "total_energy_ev": -54746.520, "smiles": "COCCNCCOC.COCCNCCOC.NC(N)=O.NC(N)=O.NC(N)=O.NC(N)=O.NC(N)=O", "gap_ev": 8.82, "e_above_lowest_kcal_mol": 129.77, "max_force_ev_per_a": 6.8}

***

Record 3
{"formula": "C45H122N2O23", "method": "ωB97M-V/def2-TZVPD", "species": ["C", "C", "O", "O", "H", "H", "H", "H", "H", "H", "C", "C", "O", "O", "H", "H", "H", "H", "H", "H", "C", "C", "O", "O", "H", "H", "H", "H", "H", "H", "C", "C", "O", "O", "H", "H", "H", "H", "H", "H", "C", "C", "O", "O", "H", "H", "H", "H", "H", "H", "C", "C", "O", "O", "H", "H", "H", "H", "H", "H", "C", "O", "C", "C", "N", "C", "C", "O", "C", "H", "H", "H", "H", "H", "H", "H", "H", "H", "H", "H", "H", "H", "H", "H", "C", "O", "C", "C", "N", "C", "C", "O", "C", "H", "H", "H", "H", "H", "H", "H", "H", "H", "H", "H", "H", "H", "H", "H", "C", "C", "C", "O", "H", "H", "H", "H", "H", "H", "H", "H", "C", "C", "C", "O", "H", "H", "H", "H", "H", "H", "H", "H", "C", "C", "C", "O", "H", "H", "H", "H", "H", "H", "H", "H", "C", "C", "C", "O", "H", "H", "H", "H", "H", "H", "H", "H", "C", "C", "C", "O", "H", "H", "H", "H", "H", "H", "H", "H", "C", "C", "C", "O", "H", "H", "H", "H", "H", "H", "H", "H", "C", "C", "C", "O", "H", "H", "H", "H", "H", "H", "H", "H"], "coordinates": [[5.25033, 4.20496, -0.06309], [5.14354, 5.41541, 0.79739], [6.40134, 6.02151, 0.83411], [4.04523, 3.60861, -0.47208], [5.80038, 3.50402, 0.56478], [5.88158, 4.39415, -0.93133], [4.83729, 5.19901, 1.82084], [4.42649, 6.11110, 0.36152], [6.35250, 6.62586, 1.57840], [4.19837, 3.27865, -1.36049], [0.49509, 6.42945, -0.38554], [1.31844, 5.68072, -1.52953], [0.90550, 6.27683, -2.73141], [-0.50552, 5.48939, 0.18074], [-0.10480, 7.28089, -0.70688], [1.13099, 6.62550, 0.47776], [1.19406, 4.59785, -1.53077], [2.37753, 5.90442, -1.40143], [-0.02834, 6.05780, -2.77113], [-1.12890, 5.35956, -0.53770], [-5.19842, -1.53541, 0.68572], [-4.80496, -2.76196, 1.55545], [-3.72973, -3.41965, 0.96056], [-4.15093, -0.53696, 0.80952], [-6.18070, -1.13980, 0.94403], [-5.39962, -1.83077, -0.34403], [-5.55597, -3.51765, 1.78572], [-4.49796, -2.26641, 2.47647], [-3.12012, -3.51433, 1.69608], [-3.53628, -0.61440, 0.07616], [-0.62762, -0.84106, 0.65246], [0.43526, -0.90394, -0.41726], [-0.02548, -1.75896, -1.47123], [-0.93693, -2.16952, 1.02126], [-1.44145, -0.38782, 0.08645], [-0.42858, -0.16648, 1.48517], [1.42018, -1.27838, -0.13830], [0.44653, 0.09855, -0.84503], [0.58476, -2.49850, -1.42367], [-1.59880, -2.42087, 0.37292], [-2.47437, -3.53963, -2.97578], [-3.12551, -2.20785, -3.05368], [-2.89860, -1.36354, -1.90994], [-2.83878, -4.32079, -1.82697], [-1.39363, -3.39796, -2.98024], [-2.72231, -4.15814, -3.83837], [-4.18400, -2.45356, -3.13923], [-2.97323, -1.65756, -3.98217], [-1.94381, -1.40080, -1.81723], [-2.67841, -3.79301, -1.04127], [-4.10788, -3.66930, 5.28754], [-2.82062, -3.69907, 4.48913], [-2.86295, -4.82671, 3.57107], [-4.15785, -4.68495, 6.28829], [-4.95583, -3.93074, 4.65450], [-4.22795, -2.68940, 5.74960], [-2.05665, -3.73117, 5.26593], [-2.79797, -2.75380, 3.94687], [-2.62689, -5.59957, 4.08930], [-4.65268, -4.53634, 7.09740], [3.89429, -2.66334, 0.18965], [3.74170, -1.93352, 1.47160], [3.47310, -0.59897, 1.44007], [2.27432, -0.36561, 2.32874], [1.79695, 0.99802, 2.23730], [2.67675, 2.12386, 2.69928], [1.92785, 3.40724, 2.59690], [1.09033, 3.49552, 3.73298], [-0.12839, 4.05682, 3.28950], [2.92811, -2.61608, -0.31270], [4.05072, -3.73191, 0.33726], [4.61505, -2.18433, -0.47305], [3.34273, -0.18372, 0.44074], [4.43813, -0.30090, 1.84991], [2.64171, -0.39852, 3.35444], [1.48679, -1.08014, 2.08929], [0.95464, 1.17339, 2.76630], [3.56530, 2.20333, 2.07296], [2.93074, 2.01336, 3.75350], [1.46032, 3.36441, 1.61318], [2.47169, 4.34997, 2.53693], [0.10932, 5.11323, 3.16467], [-0.96052, 3.88487, 3.97220], [-0.58456, 3.74338, 2.35047], [8.08567, -0.53732, -1.89795], [6.70213, -0.21736, -2.27265], [5.84812, 0.31318, -1.29715], [4.49006, 0.68985, -1.85753], [4.65132, 1.65228, -2.87900], [3.52624, 1.66864, -3.79738], [3.62089, 2.72917, -4.85804], [2.38828, 2.90193, -5.53953], [2.50048, 3.85539, -6.58016], [8.14346, -1.52271, -1.43562], [8.51458, 0.14742, -1.16633], [8.70392, -0.61074, -2.79264], [6.23218, 1.23546, -0.86124], [5.86968, -0.22093, -0.34722], [3.87928, 1.03215, -1.02215], [4.03536, -0.22588, -2.23538], [5.47952, 1.41724, -3.40714], [2.54450, 1.82620, -3.35078], [3.60369, 0.66980, -4.22682], [4.34522, 2.24956, -5.51639], [4.26058, 3.59207, -4.67284], [2.58110, 3.31313, -7.52226], [3.26897, 4.62829, -6.59206], [1.55430, 4.39392, -6.63329], [-5.16398, 1.53435, -1.81202], [-5.93335, 0.59071, -2.75323], [-7.39892, 0.40075, -2.34432], [-5.84400, 1.14924, -4.06350], [-5.65198, 2.50893, -1.82394], [-4.16121, 1.62072, -2.23044], [-4.86170, 1.33234, -0.78444], [-5.44613, -0.37401, -2.61178], [-7.51098, 0.36031, -1.26085], [-7.90099, -0.51508, -2.65619], [-8.08286, 1.17311, -2.69618], [-6.66943, 1.57256, -4.31061], [-0.02824, -0.14229, 5.81642], [-1.32295, 0.52977, 6.33261], [-2.52338, 0.45100, 5.31991], [-1.68562, -0.18609, 7.53427], [0.34002, 0.49940, 5.01597], [-0.28755, -1.14913, 5.48912], [0.69836, -0.02790, 6.62082], [-1.28289, 1.59452, 6.56238], [-2.40652, -0.47143, 4.75107], [-2.30612, 1.18752, 4.54632], [-3.43286, 0.52144, 5.91656], [-0.95732, -0.18114, 8.15970], [0.97017, -1.42076, -4.95048], [2.00073, -2.51060, -4.92327], [2.88961, -2.45325, -3.65881], [1.31599, -3.65794, -4.92857], [0.20842, -1.52063, -4.17727], [0.47752, -1.43954, -5.92261], [1.39917, -0.42013, -4.89744], [2.61749, -2.57056, -5.81999], [3.36274, -3.43137, -3.57216], [2.21044, -2.21601, -2.83995], [3.70998, -1.73763, -3.71356], [1.83251, -4.37972, -4.56272], [-1.42357, 0.76666, -4.14958], [-0.58769, 1.97027, -3.77905], [-0.86811, 3.22285, -4.66194], [-0.92915, 2.53807, -2.58286], [-2.43813, 0.85587, -3.76122], [-1.10452, -0.03188, -3.47978], [-1.34174, 0.60235, -5.22402], [0.49911, 1.97284, -3.86240], [-0.21964, 4.08661, -4.51534], [-1.87704, 3.63531, -4.66742], [-0.71260, 2.87215, -5.68219], [-0.44905, 2.05066, -1.90940], [0.45126, -5.38960, 3.60025], [0.90470, -3.95824, 3.67414], [1.88039, -3.68744, 4.82943], [1.55653, -3.84823, 2.45243], [0.10681, -5.73907, 4.57355], [1.09235, -6.20164, 3.25720], [-0.30330, -5.42738, 2.81457], [0.05565, -3.27576, 3.71202], [2.75234, -4.34117, 4.85062], [1.39990, -3.85734, 5.79295], [2.22686, -2.67060, 4.64483], [1.68855, -2.90527, 2.32998], [-5.86913, 3.29935, 2.54210], [-4.39773, 3.61448, 2.68992], [-3.80201, 4.58674, 1.69500], [-4.28402, 4.10960, 3.99748], [-6.40587, 4.23787, 2.68056], [-6.23266, 2.62078, 3.31377], [-5.92879, 2.80237, 1.57382], [-3.81363, 2.69619, 2.62948], [-3.94592, 4.15741, 0.70350], [-2.71311, 4.62799, 1.72183], [-4.27243, 5.56088, 1.56139], [-4.59568, 3.45933, 4.63121], [1.07129, -6.71055, -1.64482], [0.33857, -5.44847, -1.08287], [-0.58855, -5.74387, -0.03841], [1.16511, -4.38217, -0.60477], [1.47758, -7.23763, -0.78156], [1.90486, -6.52755, -2.32288], [0.39395, -7.37221, -2.18473], [-0.13942, -4.96961, -1.93746], [-0.09596, -6.24841, 0.79279], [-1.49645, -6.21764, -0.41173], [-0.91199, -4.80184, 0.40436], [1.43689, -4.61306, 0.28653]], "homo_energy_ev": -8.9, "total_energy_ev": -98704.856, "gap_ev": 9.43, "e_above_lowest_kcal_mol": 9.27, "max_force_ev_per_a": 5.0}